C2H5N3S | the ωB97M-V functional and the def2-TZVPD basis

Values from the calculation:
- HOMO (eV) = -9.7
- HOMO-LUMO gap (eV) = 10.2
- SMILES = [H]/N=C\N(S)/C=N/[H]
- molecular weight (u) = 103.2
- LUMO (eV) = 0.5

The geometry in ORCA input format:
```
! RIJCOSX wB97M-V def2-TZVPD def2/J DEFGRID3
* xyz 0 1
C -0.33 -0.80 1.12
C -0.05 0.62 -0.92
H 2.63 -0.81 -0.01
H 0.11 -1.71 1.55
H -1.58 0.63 1.13
H 0.58 0.65 -1.83
H -1.09 2.10 -1.37
N 0.34 -0.44 -0.11
N -1.27 -0.20 1.69
N -0.96 1.42 -0.63
S 1.62 -1.45 -0.62
*
```

Results of the Mulliken charge analysis, in e, for atoms 1 through 5:
1 C 0.0726
2 C 0.1026
3 H 0.1547
4 H 0.3747
5 H 0.3848

***

C2H5N3S2 | the ωB97M-V functional and the def2-TZVPD basis

Values from the calculation:
- HOMO (eV) = -8.7
- HOMO-LUMO gap (eV) = 9.3
- SMILES = [H]/N=C(\N)S/C=N\S
- molecular weight (u) = 135.2
- LUMO (eV) = 0.6

The geometry in ORCA input format:
```
! RIJCOSX wB97M-V def2-TZVPD def2/J DEFGRID3
* xyz 0 1
C 1.38 -0.36 -0.04
C -1.17 0.55 -0.52
H 1.96 -0.97 1.77
H 3.08 -1.32 0.55
H 1.83 -1.43 -1.54
H -0.87 0.26 -1.53
H -4.33 1.70 0.48
N 2.28 -0.81 0.84
N 1.24 -0.63 -1.26
N -2.40 0.85 -0.46
S 0.09 0.64 0.74
S -3.09 1.52 0.95
*
```

Results of the Mulliken charge analysis, in e, for atoms 1 through 5:
1 C 0.5936
2 C -0.0271
3 H 0.1836
4 H 0.2202
5 H 0.2072

***

C2H5N3S2 | the ωB97M-V functional and the def2-TZVPD basis

Values from the calculation:
- HOMO (eV) = -8.7
- HOMO-LUMO gap (eV) = 8.7
- SMILES = NN(C=S)/C=N\S
- molecular weight (u) = 135.2
- LUMO (eV) = 0.0

The geometry in ORCA input format:
```
! RIJCOSX wB97M-V def2-TZVPD def2/J DEFGRID3
* xyz 0 1
C 1.01 -0.98 -0.39
C -0.81 0.79 -0.25
H 2.25 1.28 -0.08
H 1.20 1.45 1.24
H 0.27 -1.71 -0.78
H -0.84 1.90 -0.22
H -3.33 -1.33 0.44
N 1.26 1.33 0.21
N 0.50 0.21 -0.14
N -1.93 0.16 -0.17
S 2.47 -1.56 0.04
S -2.05 -1.55 0.12
*
```

Results of the Mulliken charge analysis, in e, for atoms 1 through 5:
1 C -0.0037
2 C 0.0712
3 H 0.2615
4 H 0.2417
5 H 0.1796

***

C2H5N3S2 | the ωB97M-V functional and the def2-TZVPD basis

Values from the calculation:
- HOMO (eV) = -8.5
- HOMO-LUMO gap (eV) = 8.2
- SMILES = NN(C=S)/C=N\S
- molecular weight (u) = 135.2
- LUMO (eV) = -0.3

The geometry in ORCA input format:
```
! RIJCOSX wB97M-V def2-TZVPD def2/J DEFGRID3
* xyz 0 1
C 0.78 -0.50 -0.23
C -0.76 1.33 -0.16
H 2.47 1.16 -0.20
H 2.03 1.35 1.09
H -0.14 -0.90 -0.50
H -0.97 2.43 -0.17
H -3.69 -0.81 -0.42
N 1.70 1.76 0.26
N 0.59 0.87 -0.12
N -1.91 0.71 -0.24
S 2.19 -1.21 -0.02
S -2.35 -0.78 0.22
*
```

Results of the Mulliken charge analysis, in e, for atoms 1 through 5:
1 C -0.1495
2 C 0.1712
3 H 0.2685
4 H 0.3032
5 H 0.2638

***

C2H5N3S3 | the ωB97M-V functional and the def2-TZVPD basis

Values from the calculation:
- HOMO (eV) = -8.9
- HOMO-LUMO gap (eV) = 8.9
- SMILES = NC(=S)N(S)C(N)=S
- molecular weight (u) = 167.3
- LUMO (eV) = 0.0

The geometry in ORCA input format:
```
! RIJCOSX wB97M-V def2-TZVPD def2/J DEFGRID3
* xyz 0 1
C 1.10 0.11 -0.14
C -1.23 -0.66 0.15
H 2.80 0.99 -0.67
H 1.48 2.11 -0.46
H -1.45 2.09 -0.91
H -0.02 -1.96 1.15
H -1.66 -2.48 0.71
N 1.92 1.20 -0.23
N -0.27 0.35 0.14
N -1.03 -1.74 1.01
S 1.75 -1.38 -0.32
S -0.80 1.96 0.27
S -2.59 -0.58 -0.70
*
```

Results of the Mulliken charge analysis, in e, for atoms 1 through 5:
1 C 0.4980
2 C 0.2394
3 H 0.2654
4 H 0.2115
5 H 0.1775

***

C2H5N3Si | the ωB97M-V functional and the def2-TZVPD basis

Values from the calculation:
- HOMO (eV) = -9.5
- HOMO-LUMO gap (eV) = 9.6
- SMILES = C1=NC=N[SiH2]N1
- molecular weight (u) = 99.2
- LUMO (eV) = 0.1

The geometry in ORCA input format:
```
! RIJCOSX wB97M-V def2-TZVPD def2/J DEFGRID3
* xyz 0 1
C 0.35 -1.26 -0.70
C 0.77 1.03 -0.94
N 1.04 -0.34 -1.13
N -0.75 -1.15 0.35
N 0.42 1.57 0.19
Si -0.63 0.51 1.14
H 0.79 -2.21 -0.82
H 1.27 1.64 -1.75
H -1.92 1.24 1.42
H 0.15 0.30 2.43
H -1.49 -1.32 -0.18
*
```

Results of the Mulliken charge analysis, in e, for atoms 1 through 5:
1 C 0.0171
2 C 0.0491
3 N -0.3930
4 N -0.3724
5 N -0.3921

***

C2H5N4 | the ωB97M-V functional and the def2-TZVPD basis

Values from the calculation:
- HOMO (eV) = -15.4
- HOMO-LUMO gap (eV) = 9.9
- SMILES = N#C/[N+](N)=C/N
- molecular weight (u) = 85.1
- LUMO (eV) = -5.5

The geometry in ORCA input format:
```
! RIJCOSX wB97M-V def2-TZVPD def2/J DEFGRID3
* xyz 1 1
C 2.57 -0.24 -0.02
C 0.27 -1.16 0.09
N 3.69 -0.43 0.03
N -1.01 -0.82 0.11
N 0.65 1.28 -0.06
N 1.19 0.01 0.03
H 0.63 -2.13 -0.05
H -1.84 -1.54 -0.03
H -1.08 0.13 -0.29
H 0.71 1.86 0.77
H 1.32 1.70 -0.69
*
```

Results of the Mulliken charge analysis, in e, for atoms 1 through 5:
1 C 0.2109
2 C 0.0419
3 N -0.2331
4 N -0.2913
5 N -0.6253

***

C2H5N4O | the ωB97M-V functional and the def2-TZVPD basis

Values from the calculation:
- HOMO (spin up / spin down) (eV) = -14.5 / -14.5
- HOMO-LUMO gap (spin up / spin down) (eV) = 9.1 / 9.1
- molecular weight (u) = 101.1
- LUMO (spin up / spin down) (eV) = -5.3 / -5.3

The geometry in ORCA input format:
```
! RIJCOSX wB97M-V def2-TZVPD def2/J DEFGRID3
* xyz 1 1
C 1.30 -0.03 -0.07
C 0.23 0.73 0.09
N -1.04 -0.07 0.10
N -0.76 -1.41 0.02
N 0.49 -1.70 -0.37
N -0.06 2.00 0.27
O 0.94 -2.77 -0.52
H 2.32 -0.13 0.08
H -1.65 0.29 -0.66
H -1.53 -1.95 0.40
H 0.56 2.62 -0.15
H -0.79 2.42 0.81
*
```

Results of the Mulliken charge analysis, in e, for atoms 1 through 5:
1 C -0.3851
2 C 0.4803
3 N -0.3081
4 N -0.0254
5 N 0.5322